*one*
Computed, not measured: C5H7Br in the gas phase, with wB97M-V/def2-TZVPD.

Geometry as XYZ:
```
13
Properties=species:S:1:pos:R:3:nbo_charge:R:1
C -1.113 0.354 0.231 -0.47
C -2.138 -0.620 -0.160 -0.07
C 0.207 0.020 0.007 0.25
C 0.654 -1.393 -0.309 -0.72
C 1.168 1.148 0.181 -0.67
Br -3.931 0.097 -0.114 0.02
H -1.294 1.398 0.593 0.20
H 1.012 -1.733 -1.267 0.25
H -0.350 -1.903 -0.199 0.28
H 1.487 -1.673 0.281 0.23
H 1.905 1.199 -0.737 0.24
H 1.757 0.981 1.031 0.24
H 0.636 2.125 0.461 0.23
```

The calculation puts the HOMO energy at -8.4 eV. For the HOMO-LUMO gap, the calculation gives 7.5 eV.

*two*
Computed, not measured: C5H7Br as an isolated structure, with wB97M-V/def2-TZVPD.

Geometry as XYZ:
```
13
Properties=species:S:1:pos:R:3:nbo_charge:R:1
C -0.940 0.953 -0.259 -0.27
C -1.773 -0.056 0.041 -0.16
C -0.238 -1.185 -0.054 -0.34
C 0.377 0.197 -0.430 -0.25
C 1.588 0.425 0.559 -0.61
Br -3.540 -0.229 0.214 0.15
H -1.237 1.910 -0.745 0.21
H -0.175 -1.704 0.885 0.21
H -0.290 -1.881 -0.958 0.21
H 0.759 0.090 -1.468 0.21
H 1.338 -0.010 1.546 0.21
H 1.767 1.553 0.649 0.21
H 2.364 -0.064 0.020 0.21
```

The calculation puts the HOMO energy at -9.0 eV. For the HOMO-LUMO gap, the calculation gives 10.0 eV.

Q: Which of them is the most stable? A: *two*.

*one*
Computed, not measured: C4H6FNO in the gas phase, with wB97M-V/def2-TZVPD.

Geometry as XYZ:
```
13
Properties=species:S:1:pos:R:3:nbo_charge:R:1
C -1.363 -0.273 0.490 0.04
C -0.277 -0.929 -0.328 -0.10
C 0.935 -1.566 0.309 -0.24
C 1.442 0.853 -0.025 0.54
H -0.972 0.288 1.343 0.18
H -2.024 -1.074 0.889 0.16
H -0.629 -1.317 -1.262 0.22
H 0.943 -1.494 1.391 0.20
H 1.425 -2.455 -0.090 0.21
H 2.557 0.827 0.053 0.12
N 1.058 -0.383 -0.535 -0.44
O 0.723 1.828 0.189 -0.55
F -2.101 0.531 -0.307 -0.34
```

The SMILES is O=CN1C[C@H]1CF. The calculation puts the HOMO energy at -10.1 eV. For the HOMO-LUMO gap, the calculation gives 11.0 eV.

*two*
Computed, not measured: a 2-piece molecular cluster, C4H6FNO overall, with wB97M-V/def2-TZVPD.

Geometry as XYZ:
```
13
Properties=species:S:1:pos:R:3:nbo_charge:R:1
C -0.457 0.160 2.460 0.17
C 0.336 0.096 -1.945 -0.27
C 0.378 -0.888 0.115 0.05
C -0.293 0.869 1.265 0.02
N -0.724 -0.475 3.387 -0.31
O 1.113 -0.557 -0.949 -0.49
F -1.411 1.167 0.522 -0.34
H -0.779 -0.203 -1.769 0.18
H 0.597 -0.320 -2.999 0.20
H 0.414 1.154 -2.102 0.20
H -0.576 -1.160 -0.164 0.16
H 0.840 -1.497 0.981 0.22
H 0.563 1.653 1.197 0.22
```

The calculation puts the HOMO energy at -8.8 eV. For the HOMO-LUMO gap, the calculation gives 9.4 eV.

*three*
Computed, not measured: C4H6FNO in the gas phase, with wB97M-V/def2-TZVPD.

Geometry as XYZ:
```
13
Properties=species:S:1:pos:R:3:nbo_charge:R:1
C -1.593 -0.310 0.183 0.01
C -0.458 -1.171 -0.307 -0.28
C 0.786 -0.737 -0.577 0.00
C 1.055 1.341 0.687 0.53
H -1.707 -0.304 1.250 0.18
H -1.495 0.765 -0.145 0.18
H -0.647 -2.226 -0.450 0.23
H 1.551 -1.428 -1.004 0.20
H 2.012 0.926 -1.000 0.41
H 0.383 0.893 1.421 0.12
N 1.294 0.558 -0.427 -0.63
O 1.573 2.448 0.808 -0.58
F -2.754 -0.756 -0.440 -0.36
```

The SMILES is O=CN/C=C\CF. The calculation puts the HOMO energy at -9.5 eV. For the HOMO-LUMO gap, the calculation gives 10.3 eV.

Q: Which of them is the most stable? A: *three*.

*one*
Computed, not measured: C4H6FNO in the gas phase, with wB97M-V/def2-TZVPD.

Geometry as XYZ:
```
13
Properties=species:S:1:pos:R:3:nbo_charge:R:1
C -0.033 -0.706 -0.827 0.15
C 0.796 -0.635 0.517 -0.47
C 0.675 0.942 0.699 -0.13
C -1.407 -0.133 -0.583 -0.06
H -0.161 -1.799 -0.994 0.18
H 1.827 -1.266 0.558 0.24
H 0.098 -1.209 1.145 0.23
H 0.683 1.489 -0.422 0.20
H 1.431 1.639 1.262 0.22
H -2.282 -0.060 -1.172 0.23
N -1.622 0.754 0.346 -0.07
O -0.635 1.133 1.352 -0.38
F 0.630 -0.148 -1.879 -0.35
```

The SMILES is F[C@@H]1C=NOCC1. The calculation puts the HOMO energy at -9.9 eV. For the HOMO-LUMO gap, the calculation gives 10.9 eV.

*two*
Computed, not measured: C4H6FNO as an isolated structure, with wB97M-V/def2-TZVPD.

Geometry as XYZ:
```
13
Properties=species:S:1:pos:R:3:nbo_charge:R:1
C 2.358 -0.454 -0.209 0.20
C -1.924 -0.065 -0.373 -0.27
C -0.067 -0.166 0.975 0.02
C 1.279 0.435 -0.382 0.05
N 3.073 -1.325 -0.045 -0.29
O -1.008 -0.934 0.332 -0.51
F 1.657 1.667 -0.008 -0.34
H -2.481 -0.811 -0.888 0.21
H -1.234 0.469 -1.074 0.18
H -2.601 0.498 0.228 0.19
H -0.552 0.724 1.141 0.16
H 0.636 -0.571 1.620 0.20
H 0.868 0.534 -1.316 0.19
```

The calculation puts the HOMO energy at -9.5 eV. For the HOMO-LUMO gap, the calculation gives 10.3 eV.

Q: Which of them is the most stable? A: *two*.